[1]
Formula: C4H5Cl3S
Source: the Open Molecules 2025 dataset
Level of theory: ωB97M-V/def2-TZVPD

XYZ file:
```
13
Properties=species:S:1:pos:R:3:forces:R:3:mulliken_charge:R:1
C 1.2712 -0.9729 0.4873 -2.072 -3.327 1.888 -0.62
C 1.0906 0.0505 -0.5490 -1.981 2.325 -4.079 -0.46
C -0.0559 0.9786 -0.2131 -3.273 2.266 2.266 0.03
C -1.6570 0.3084 -0.0824 2.524 -0.263 1.474 0.12
H 1.7836 -2.1631 -0.0050 -1.605 4.090 2.020 0.24
H -0.0329 -1.1498 0.9533 4.688 -0.171 -1.159 0.20
H 1.8155 -0.4215 1.3548 -0.603 -1.756 -1.349 0.28
H 1.8638 0.8059 -0.6553 0.810 -0.500 -0.133 0.36
H 0.7757 -0.2453 -1.7085 0.973 0.102 2.919 0.27
S -0.1851 2.6268 0.2494 1.779 -3.551 -1.067 -0.15
Cl -2.2039 0.0261 1.6642 0.626 0.712 -0.352 -0.10
Cl -1.7983 -1.3033 -0.7283 -0.076 -0.398 -1.258 -0.07
Cl -2.6671 1.4596 -0.7673 -1.788 0.472 -1.170 -0.09
```
Positions in Å, forces in eV/Å.

Summary:
Total charge: 0
Largest force on an atom (hartree/bohr): 0.0991
LUMO energy (Ha): -0.0405
Highest occupied orbital energy (eV): -9.064
2S+1: 1
Kohn-Sham gap (eV): 7.9609

---

[2]
Formula: C4H5ClF2
Source: the Open Molecules 2025 dataset
Level of theory: ωB97M-V/def2-TZVPD

XYZ file:
```
12
Properties=species:S:1:pos:R:3:forces:R:3:mulliken_charge:R:1
C -0.7814 0.9591 0.1786 -1.050 -1.602 1.726 0.06
C 1.2174 -1.4561 0.8740 0.711 -0.744 -2.092 -0.54
C -2.0653 0.9199 -0.5130 -1.927 2.272 -1.186 -0.78
C 2.0093 -0.7773 0.0580 -0.376 -1.237 -0.048 0.44
F 2.6985 0.2933 0.4581 -0.117 -0.609 -1.419 -0.21
F 2.1826 -1.2059 -1.2683 0.302 1.590 2.487 -0.24
Cl 0.3241 2.0976 -0.1839 0.365 1.244 -0.862 -0.07
H 0.8385 -2.3830 0.4553 -0.247 0.240 0.128 0.26
H 0.9856 -1.2071 1.8663 -0.005 0.545 0.936 0.29
H -2.1673 1.6813 -1.4577 0.059 -2.017 1.829 0.27
H -2.2921 -0.1601 -0.6999 0.123 0.949 -0.252 0.24
H -2.9498 1.2384 0.2324 2.161 -0.632 -1.249 0.26
```
Positions in Å, forces in eV/Å.

Summary:
Total charge: 0
Largest force on an atom (hartree/bohr): 0.0624
LUMO energy (Ha): -0.0098
Highest occupied orbital energy (eV): -8.142
2S+1: 1
Kohn-Sham gap (eV): 7.8749

---

[3]
Formula: C4H5ClFO2
Source: the Open Molecules 2025 dataset
Level of theory: ωB97M-V/def2-TZVPD

XYZ file:
```
13
Properties=species:S:1:pos:R:3:forces:R:3:mulliken_charge:R:1
C -0.4114 -0.2045 -2.1839 -0.637 -1.626 0.926 0.50
C -0.0256 0.9166 1.6020 0.309 0.471 -0.004 -0.74
C 0.9405 0.1833 0.7413 0.591 -2.416 -1.462 -0.55
C -0.2957 -0.9781 -0.8241 3.043 -0.228 2.212 0.31
O -0.7694 -0.9891 -3.0433 -0.311 -1.085 -1.758 -0.66
O -0.2709 0.9899 -2.1659 0.622 2.535 0.334 -0.66
F 0.2706 -2.3147 -0.9894 -1.001 2.546 0.672 -0.29
Cl -1.8316 -1.1128 0.0136 -0.030 -0.347 -0.220 -0.21
H 0.2204 1.9752 1.8715 0.098 -0.720 -0.687 0.29
H -0.9204 0.8837 0.9963 -0.745 0.438 0.595 0.24
H -0.1127 0.4214 2.5402 -0.753 -0.547 0.756 0.22
H 1.5945 -0.6550 1.1584 -1.298 0.978 -0.265 0.29
H 1.6116 0.8842 0.2832 0.112 0.002 -1.098 0.25
```
Positions in Å, forces in eV/Å.

Summary:
Total charge: -1
Largest force on an atom (hartree/bohr): 0.0733
LUMO energy (Ha): 0.1328
Highest occupied orbital energy (eV): -4.203
2S+1: 1
Kohn-Sham gap (eV): 7.8176

---

[4]
Formula: C4H5ClN2
Source: the Open Molecules 2025 dataset
Level of theory: ωB97M-V/def2-TZVPD

XYZ file:
```
12
Properties=species:S:1:pos:R:3:forces:R:3:mulliken_charge:R:1
C -1.0327 -0.6768 0.2562 0.533 -0.856 -1.694 -0.09
C -0.5899 0.7050 -0.2401 -2.597 2.181 1.806 -0.23
C 1.4134 -0.3265 0.2305 1.167 -1.630 3.950 -0.22
C 0.0810 -0.0307 0.9855 2.040 0.391 -2.452 -0.39
H -0.6880 -1.3917 -0.5647 -1.184 0.079 1.717 0.32
H -1.2707 1.6312 -0.1596 1.038 -1.752 0.282 0.33
H 0.2585 0.8864 -2.2424 -0.732 -0.064 -0.229 0.25
H 2.3812 -0.8090 0.5203 -1.364 0.117 0.795 0.40
H -0.0414 0.1628 2.0471 0.285 0.240 -0.343 0.40
N 0.3944 0.8649 -1.2525 1.220 -1.332 0.726 -0.10
N 1.5136 0.0453 -0.9375 -1.101 2.187 -3.099 -0.47
Cl -2.4194 -1.0609 1.3572 0.695 0.438 -1.460 -0.20
```
Positions in Å, forces in eV/Å.

Summary:
Total charge: 0
Largest force on an atom (hartree/bohr): 0.0861
LUMO energy (Ha): 0.0377
Highest occupied orbital energy (eV): -8.788
2S+1: 1
Kohn-Sham gap (eV): 9.8139
SMILES: Cl[C@@H]1[C@H]2C=NN[C@@H]12

---

- Which value of Kohn-Sham gap does entry 2 give?
  7.8749 eV